ORCA calculation (ωB97M-V/def2-TZVPD) on a structure of composition C12H30As3BNSn.

```
48
Properties=species:S:1:pos:R:3
Sn 0.31799 1.93377 2.37322
C -2.25131 -1.30555 2.23175
As -1.72253 0.30367 1.30060
C -3.44942 1.18361 1.15104
C -1.52873 -0.35145 -0.55151
C -0.16970 -0.81579 -1.10503
C -0.43716 -1.52830 -2.39247
C 0.79230 0.39049 -1.44263
As 1.36484 1.50399 0.01619
C 1.38855 3.20892 -0.92572
C 3.20335 1.06138 0.43586
C 0.46273 -1.79364 -0.07162
As 2.39142 -2.27567 -0.13224
C 2.33198 -2.99193 1.71629
C 2.53665 -3.99885 -1.20704
H -3.29014 -1.49014 2.00751
H -2.19399 -1.02488 3.33811
H -1.59005 -2.14214 2.02769
H -3.79532 0.93712 0.12079
H -3.54698 2.25731 1.41278
H -4.00817 0.59412 1.84266
H -1.90278 0.48953 -1.20018
H -2.27317 -1.10438 -0.60444
H -1.09884 -0.98053 -3.09515
H -0.91070 -2.50956 -2.16197
H 0.52993 -1.75713 -2.80797
H 0.23889 0.96080 -2.24511
H 1.73884 -0.02374 -1.87647
H 2.07854 3.06937 -1.73192
H 1.72994 3.90592 -0.23498
H 0.38256 3.49956 -1.21454
H 3.49180 0.16861 -0.12093
H 3.31363 0.83388 1.46201
H 3.91781 1.83638 0.17386
H -0.16241 -2.69041 -0.05927
H 0.40102 -1.20501 0.81840
H 1.85632 -2.19156 2.27517
H 3.32355 -3.28822 2.05462
H 1.74831 -3.93160 1.84531
H 2.50523 -3.78314 -2.28429
H 1.79233 -4.87440 -0.87689
H 3.74363 -4.35292 -0.83123
B -2.56270 4.16115 -0.26911
C -1.48167 3.84105 0.69419
N -0.81639 3.51692 1.59002
H -2.15898 5.21241 -0.69782
H -2.55649 3.29260 -1.06867
H -3.67446 4.24839 0.32114
```

Summary:
* LUMO: -0.1358 Eh
* relative energy (zero: lowest compared OMol25 entry of this formula, charge and spin): 1.431 eV
* net charge: +1
* F_max: 4.1 eV/Å
* HOMO level: -11.8 eV
* calculated total energy: -7476.108416 a.u.
* orbital gap: 8.1 eV

ORCA calculation (ωB97M-V/def2-TZVPD) on a cluster of 12 separate species, C57H140N12O5 in total.

```
214
Properties=species:S:1:pos:R:3
C 1.49582 -4.54411 -3.27185
C 2.73580 -3.57298 -3.59559
N 2.73482 -3.07671 -4.97694
C 2.55607 -3.96903 -6.12239
C 3.03731 -3.46780 -7.50306
C 1.86018 -1.86115 -5.05651
C 2.48214 -0.54860 -4.48264
H 1.36669 -5.32966 -4.01639
H 0.58135 -3.95330 -3.21891
H 1.53093 -4.95884 -2.26445
H 2.76427 -2.73063 -2.90441
H 3.67416 -4.11418 -3.47441
H 3.17014 -4.83338 -5.86959
H 1.56848 -4.37203 -6.34682
H 2.23799 -2.88449 -7.96015
H 3.94889 -2.89628 -7.32849
H 3.40031 -4.30408 -8.10053
H 0.90720 -2.08712 -4.57810
H 1.57024 -1.55470 -6.06155
H 1.69439 0.19742 -4.58763
H 3.29539 -0.18191 -5.10893
H 2.89233 -0.58609 -3.47347
C 1.85331 -0.64759 -0.70898
C 1.09029 -1.00230 0.51534
N -0.37673 -0.73522 0.47018
C -0.71688 0.69047 0.30714
C -0.23401 1.62404 1.34893
C -1.11942 -1.57284 -0.49871
C -0.93326 -3.06083 -0.24656
H 2.90153 -0.85925 -0.49791
H 1.75444 0.42874 -0.84977
H 1.46836 -1.17280 -1.58309
H 1.35930 -2.04385 0.69110
H 1.51465 -0.53372 1.40328
H -0.47393 1.06074 -0.68884
H -1.80404 0.76391 0.33529
H -0.75202 1.41968 2.28595
H 0.83317 1.62019 1.57079
H -0.56490 2.62691 1.07899
H -0.67254 -1.23173 -1.43254
H -2.19802 -1.41920 -0.46546
H -1.18316 -3.38995 0.76206
H 0.10286 -3.33946 -0.43872
H -1.59577 -3.60542 -0.91933
C 1.94345 7.14175 -1.51958
C 1.94380 5.83608 -0.72707
N 1.89835 4.66903 -1.63473
C 0.51258 4.35315 -2.10030
C 0.40013 3.09896 -3.01994
C 2.46367 3.51801 -0.92030
C 3.98263 3.42639 -0.94715
H 2.77995 7.23243 -2.21252
H 1.94008 8.01644 -0.86920
H 1.06624 7.28072 -2.15147
H 2.84784 5.77042 -0.12169
H 1.11982 5.84834 -0.01362
H -0.19227 4.30650 -1.27016
H 0.26680 5.26818 -2.63919
H -0.63491 3.04547 -3.35750
H 1.07500 3.18943 -3.87110
H 0.58462 2.16019 -2.49768
H 2.04344 2.56876 -1.25258
H 2.00142 3.52199 0.06682
H 4.36745 3.41982 -1.96694
H 4.31431 2.51379 -0.45193
H 4.42118 4.27329 -0.41941
C -0.47127 9.52360 0.70490
C -0.51042 8.08438 1.19996
N -1.51235 7.82637 2.30854
C -1.20998 8.63972 3.50350
C -2.32394 8.75343 4.55730
C -1.63863 6.40751 2.71740
C -2.10882 5.43645 1.65299
H -0.12511 10.23437 1.45530
H -1.46892 9.83610 0.39648
H 0.12362 9.60936 -0.20441
H -0.68419 7.45954 0.32390
H 0.48560 7.76138 1.50278
H -0.95073 9.66809 3.25181
H -0.35011 8.24716 4.04629
H -3.29784 8.96978 4.11820
H -1.99105 9.40748 5.36323
H -2.33550 7.79264 5.07192
H -0.78203 5.95354 3.21565
H -2.44497 6.42410 3.45065
H -1.41411 5.34237 0.81835
H -2.17961 4.49413 2.19623
H -3.07886 5.54655 1.16822
C -4.07639 3.03888 -1.41620
C -4.72061 2.62547 -2.72801
N -3.88339 2.26942 -3.89058
C -4.63526 2.03626 -5.14468
C -3.79350 2.08533 -6.42436
C -2.81742 1.29751 -3.55293
C -3.38908 -0.06998 -3.11407
H -4.85556 3.17049 -0.66542
H -3.63638 4.02606 -1.55751
H -3.43662 2.23996 -1.04134
H -5.34527 1.76885 -2.47483
H -5.52904 3.32208 -2.95003
H -5.30363 1.18392 -5.26666
H -5.27443 2.89178 -5.36300
H -3.22535 3.00951 -6.31858
H -3.02980 1.30761 -6.42054
H -4.40208 2.06808 -7.32848
H -2.13646 1.62723 -2.76828
H -2.23491 1.13780 -4.46028
H -2.61819 -0.80646 -3.34082
H -4.38498 -0.29107 -3.49801
H -3.48718 -0.17448 -2.03353
C -7.15645 -6.75077 0.17803
C -7.02198 -6.24980 -1.27909
N -6.78288 -4.82004 -1.33003
C -7.26850 -4.24440 -2.59664
C -8.81019 -4.28920 -2.72486
C -5.26370 -4.42042 -1.11164
C -5.06456 -2.93657 -0.96802
H -7.78484 -5.99934 0.65612
H -6.19296 -6.68201 0.68307
H -7.54862 -7.76686 0.22100
H -6.27508 -6.89156 -1.74641
H -7.96038 -6.49981 -1.77407
H -6.77844 -3.30406 -2.84908
H -6.92548 -4.75026 -3.49916
H -9.29503 -3.59498 -2.03850
H -9.17853 -4.05531 -3.72372
H -9.22156 -5.27917 -2.52787
H -4.60833 -4.77733 -1.90612
H -4.86386 -4.88984 -0.21283
H -4.00883 -2.67957 -0.88147
H -5.64226 -2.47676 -0.16618
H -5.35623 -2.40431 -1.87340
C 2.83050 3.80156 2.97516
C 3.30834 4.29323 4.35451
N 2.82816 3.35524 5.39766
C 3.11001 3.89256 6.72781
C 2.28673 3.14471 7.81322
C 3.25546 1.95428 5.20188
C 4.70778 1.67683 5.44808
H 1.75234 3.64996 2.92329
H 3.39457 2.90406 2.72134
H 3.02435 4.48787 2.15086
H 4.39731 4.24601 4.35840
H 2.86904 5.26630 4.57411
H 4.19041 3.84083 6.86261
H 2.79965 4.93646 6.77317
H 1.26284 2.97121 7.48209
H 2.70452 2.23107 8.23607
H 2.26127 3.77789 8.70008
H 2.93046 1.53737 4.24864
H 2.56336 1.50110 5.91161
H 5.03957 1.94217 6.45189
H 5.31548 2.20469 4.71313
H 4.92522 0.62843 5.24391
C 6.70061 -1.09452 3.83313
N 6.23144 -0.22040 2.78614
C 7.11228 0.85751 2.53283
C 5.08890 -0.38984 2.03556
O 4.77996 0.38689 1.13748
H 6.02398 -1.94113 3.94950
H 6.64637 -0.49881 4.74432
H 7.69067 -1.48470 3.59729
H 8.10053 0.51984 2.22068
H 6.66676 1.53634 1.80565
H 7.29215 1.45461 3.42681
H 4.62765 -1.36024 2.27593
C 5.94336 -5.44701 0.71867
N 5.60182 -4.68486 -0.48096
C 6.58963 -4.72043 -1.57116
C 4.58775 -3.81772 -0.55294
O 3.66845 -3.78236 0.28537
H 5.35333 -5.20123 1.60160
H 6.97608 -5.26772 1.01776
H 5.78194 -6.51787 0.59497
H 6.83319 -5.74838 -1.83966
H 6.23704 -4.28869 -2.50785
H 7.52004 -4.23031 -1.28445
H 4.66236 -3.23137 -1.48182
C 0.78217 -3.84641 4.97780
N 2.04474 -3.22815 4.55946
C 2.50884 -3.41202 3.16377
C 2.63495 -2.29531 5.34312
O 3.67773 -1.71184 5.10023
H 0.48326 -3.54944 5.98307
H 0.89966 -4.90585 4.74998
H 0.05022 -3.44652 4.27607
H 3.57463 -3.19569 3.09033
H 2.34022 -4.44796 2.86969
H 1.92028 -2.82606 2.45783
H 2.00086 -2.09086 6.21967
C -3.82430 -6.97177 -3.96513
N -2.49675 -7.35252 -3.45311
C -2.07534 -8.73705 -3.32834
C -1.66289 -6.35761 -3.01593
O -1.84684 -5.14681 -3.06811
H -4.03979 -5.91174 -3.83088
H -4.64310 -7.42086 -3.40300
H -4.04689 -7.16864 -5.01384
H -2.58194 -9.18652 -2.47427
H -2.33725 -9.28818 -4.23154
H -1.02769 -8.90794 -3.08071
H -0.71611 -6.76684 -2.63077
C -3.32723 -0.84384 2.27118
N -3.31409 -0.54385 3.66020
C -1.97995 -0.52760 4.22632
C -4.40978 -0.21552 4.36900
O -4.46854 -0.00481 5.57957
H -2.54038 -1.55216 2.01183
H -3.04265 0.08540 1.77757
H -4.26306 -1.25577 1.89351
H -2.05012 -0.70062 5.30021
H -1.38138 -1.34148 3.81717
H -1.46424 0.43149 4.17837
H -5.26120 -0.30004 3.67608
```

Summary:
* LUMO: 0.0137 Eh
* relative energy (zero: lowest compared OMol25 entry of this formula, charge and spin): 0.000 eV
* F_max: 2.8 eV/Å
* HOMO level: -7.8 eV
* calculated total energy: -3288.822027 a.u.
* orbital gap: 8.2 eV

ORCA calculation (ωB97M-V/def2-TZVPD) on a cluster of 2 separate species, BrH9Si5 in total.

```
15
Properties=species:S:1:pos:R:3
Si 1.38027 0.59650 0.94044
Si 1.42029 -1.29062 -0.63780
Si -0.39833 2.14763 0.53273
Si -0.83801 -1.43826 -1.20455
Si -1.76936 0.63332 -0.68674
Br -3.68894 -0.18935 0.34581
H 1.71195 0.53244 2.29728
H 2.59378 1.47925 0.51750
H 2.19122 -1.16348 -1.99448
H 1.68734 -2.66999 -0.00695
H -0.84556 2.82205 1.80646
H -0.58882 3.31989 -0.31630
H -0.96473 -1.63372 -2.70922
H -1.59914 -2.56437 -0.71096
H -0.29196 -0.58129 1.82679
```

Summary:
* LUMO (alpha / beta): -0.0633 / -0.0966 Eh
* relative energy (zero: lowest compared OMol25 entry of this formula, charge and spin): 3.684 eV
* F_max: 3.4 eV/Å
* HOMO level (alpha / beta): -9.1 / -7.7 eV
* calculated total energy: -4026.671002 a.u.
* orbital gap (alpha / beta): 7.4 / 5.0 eV

ORCA calculation (ωB97M-V/def2-TZVPD) on a structure of composition ClH4NSi.

```
7
Properties=species:S:1:pos:R:3
N 0.21499 0.05143 1.06157
Si -0.00400 -0.46783 -0.58084
Cl -1.13774 1.85021 1.13766
H 1.07233 0.52638 1.31123
H 0.48013 0.47208 -1.59330
H -1.42765 -0.73685 -0.72588
H 0.80194 -1.69542 -0.61044
```

Summary:
* LUMO (alpha / beta): 0.0328 / -0.1263 Eh
* relative energy (zero: lowest compared OMol25 entry of this formula, charge and spin): 0.128 eV
* F_max: 1.3 eV/Å
* HOMO level (alpha / beta): -9.3 / -10.5 eV
* spin multiplicity: 3
* calculated total energy: -806.693611 a.u.
* orbital gap (alpha / beta): 10.2 / 7.1 eV